No. 1
ORCA calculation (wB97M-V/def2-TZVPD) on C9H13B as an isolated structure.

```
23
Properties=species:S:1:pos:R:3:forces:R:3
B -0.474128 0.977869 0.110786 1.4 1.9 -0.3
C 0.991059 1.341924 -0.421657 1.9 -0.6 1.1
C -1.811343 -0.300001 -0.920144 -0.1 0.4 1.9
C -1.797463 1.274625 -0.865293 4.7 -2.0 -0.7
C 0.814385 -1.062836 -0.789665 0.6 -1.2 4.1
C 1.503947 -0.084822 1.419149 -0.7 -0.6 -1.9
C -0.814646 -1.073383 1.421410 -0.2 -0.1 0.0
C 1.742042 0.001162 -0.152555 -4.8 1.5 2.4
C -0.509933 -0.809728 -0.069468 -1.2 1.3 0.5
C 0.000444 0.140502 1.452515 -1.3 -0.8 -3.0
H 1.240074 1.518576 -1.411367 -0.4 1.0 -2.4
H 1.590933 2.064476 0.159652 -0.7 0.3 -0.1
H -2.596647 -0.833494 -0.345874 -0.1 0.9 -0.7
H -1.902313 -0.494115 -1.954318 0.6 -1.4 -1.0
H -2.593230 1.705752 -0.471139 -3.8 1.7 1.8
H -1.555144 1.809663 -1.871630 -0.1 -1.2 1.8
H 0.554546 -0.861844 -1.774738 0.4 -0.1 -2.1
H 1.241291 -2.066318 -0.527523 -0.5 0.5 -1.0
H 1.958381 -1.042905 1.682659 -0.8 -0.1 0.9
H 1.869629 0.714862 2.037076 1.0 0.5 -0.2
H -1.792899 -0.920203 1.858483 -0.7 -0.3 -0.8
H -0.373596 -1.943967 1.789596 0.7 -1.4 0.8
H 2.714611 -0.055795 -0.355958 4.0 -0.1 -1.3
```
Positions in Å, forces in eV/Å.

Output
* charge: 0
* energy above the lowest of the compared OMol25 structures with the same formula, charge and spin: 56.3 kcal/mol
* lowest unoccupied orbital energy: 0.80 eV

Löwdin population analysis, charges in e, atoms 1 to 4: atom 1 (B): -0.39, atom 2 (C): -0.07, atom 3 (C): -0.08, atom 4 (C): -0.04

---

No. 2
ORCA calculation (wB97M-V/def2-TZVPD) on one molecule with the formula C9H13BO2.

```
25
Properties=species:S:1:pos:R:3:forces:R:3
O -2.981481 0.057288 -0.621848 -1.1 0.1 1.1
O -2.306241 -2.317536 -0.500005 -0.6 0.1 -0.2
B -2.263072 -1.023203 -1.034115 0.1 -0.6 1.5
C 1.827424 2.135469 0.521725 1.0 -0.1 2.5
C 1.814445 1.318718 1.705194 0.2 0.9 -3.6
C 1.344219 1.714460 -0.671351 -0.8 1.9 -1.4
C 0.642029 -0.294711 0.354592 0.9 0.9 -0.4
C 1.314537 0.054051 1.520626 -0.6 0.0 1.4
C 0.632701 0.539887 -0.733641 -1.4 -0.2 -1.9
C 1.219441 -0.841227 2.709710 1.0 -0.1 1.4
C -1.191467 -0.775287 -2.104286 -0.4 -1.2 -0.7
C -0.232277 0.372824 -2.040750 0.3 0.0 0.2
H -3.551900 -0.043007 0.172776 0.6 0.0 -0.9
H -3.060356 -2.722178 -0.032667 0.5 0.9 -0.3
H 2.282667 3.097083 0.684477 0.1 0.4 -0.5
H 2.365251 1.717125 2.523391 0.0 -0.2 0.9
H 1.287776 2.416675 -1.557820 0.3 -0.9 1.1
H 0.229401 -1.245948 0.273782 -1.0 -1.6 0.0
H 0.260486 -0.627264 3.233450 0.6 -0.5 -0.3
H 1.339047 -1.897977 2.436125 -0.4 0.2 0.2
H 2.061730 -0.612943 3.444744 -1.1 -0.2 -0.9
H -0.711241 -1.708529 -2.229579 0.9 -1.2 -0.1
H -1.792882 -0.732363 -3.026581 0.2 0.4 -0.1
H -1.016649 1.183378 -2.100536 1.8 0.3 -0.2
H 0.486413 0.235212 -2.927414 -1.2 1.0 1.1
```
Positions in Å, forces in eV/Å.

Output
* charge: 0
* SMILES: Cc1cccc(CCB(O)O)c1
* energy above the lowest of the compared OMol25 structures with the same formula, charge and spin: 23.4 kcal/mol
* lowest unoccupied orbital energy: 0.29 eV

Löwdin population analysis, charges in e, atoms 1 to 4: atom 1 (O): 0.17, atom 2 (O): 0.13, atom 3 (B): -0.69, atom 4 (C): -0.08

---

No. 3
ORCA calculation (wB97M-V/def2-TZVPD) on C9H13BiNO2 as an isolated structure.

```
26
Properties=species:S:1:pos:R:3:forces:R:3
C -1.168387 1.146247 -2.454961 0.2 -0.2 -0.4
C 0.129726 1.247926 -2.993560 0.5 1.6 1.1
C 0.912452 2.131872 -2.171090 -3.1 0.6 0.2
C -0.038337 2.665133 -1.102193 0.9 -1.6 -1.9
C -1.240879 1.877234 -1.260190 0.0 1.6 -0.4
Bi 1.230998 1.122362 0.227429 0.9 -0.7 0.3
N -0.696343 -1.968942 -0.398477 -3.9 4.7 3.3
C -1.173375 -3.153794 -0.763523 0.9 -3.0 -2.1
C 0.322290 -2.650649 -1.039443 -0.7 0.5 -0.8
H 1.844423 2.600357 -2.430631 0.3 -0.1 0.1
H 0.478716 0.846754 -3.936936 0.0 -0.2 0.2
H 0.147219 3.523975 -0.468066 -0.3 -0.1 -0.2
H -2.169645 2.136862 -0.737415 0.5 -0.5 0.0
H -2.001225 0.671701 -2.981654 0.3 -0.2 0.6
H 0.556806 -2.318510 -2.105358 -0.2 -0.3 1.5
H -1.909184 -3.117156 -1.604657 0.5 -0.8 0.5
H -1.258424 -1.523158 0.425939 3.4 -0.2 -1.9
H 1.163203 -2.874733 -0.402851 0.3 -0.9 -0.1
H -1.198261 -3.964813 -0.022096 -0.4 -0.1 -0.3
C 0.780491 0.162386 4.391861 -0.2 0.1 0.5
C 0.978718 0.268409 2.906206 0.0 0.0 -1.0
O 2.017693 -0.180194 2.363059 -0.8 0.2 0.9
O 0.051086 0.890008 2.254839 0.6 -0.3 0.4
H 1.211284 -0.754746 4.782845 0.1 -0.1 0.0
H -0.283839 0.214597 4.655722 0.3 0.1 -0.1
H 1.312801 1.000860 4.865199 -0.2 -0.1 -0.1
```
Positions in Å, forces in eV/Å.

Output
* charge: -1
* lowest unoccupied orbital energy: 3.60 eV

Löwdin population analysis, charges in e, atoms 1 to 4: atom 1 (C): -0.20, atom 2 (C): -0.19, atom 3 (C): -0.34, atom 4 (C): -0.46

---

No. 4
ORCA calculation (wB97M-V/def2-TZVPD) on one molecule with the formula C9H13Br2NO.

```
26
Properties=species:S:1:pos:R:3:forces:R:3
C -1.762525 -1.512172 -0.486672 1.3 2.1 0.7
C -2.988301 -0.722420 -0.389781 -1.0 -3.4 -1.1
C -0.715013 -0.948229 0.229628 -1.1 -0.7 0.4
C -3.132969 0.559003 -0.577973 -2.6 0.8 0.1
C -1.264863 1.361170 0.733380 1.9 -2.3 0.7
C -1.672968 2.303364 1.796597 -0.2 2.7 -2.4
C 1.612947 -1.101377 -1.720002 0.0 -1.7 -0.9
C 0.500947 -1.729610 0.578270 2.1 -0.1 -3.0
C 1.801980 -1.244883 -0.231737 -2.1 2.3 0.4
N -0.908089 0.159368 1.031870 -0.5 1.1 0.1
O -0.931855 1.915741 -0.491005 1.5 1.0 0.0
Br -4.577253 -1.854787 -0.004973 0.9 0.6 0.0
Br -4.756765 1.518120 -0.210604 0.3 -0.2 -0.1
H -1.568440 -2.462913 -0.999669 -0.8 0.4 0.5
H -2.490769 1.213143 -1.078133 0.7 0.2 -0.6
H -0.805539 3.015871 1.831991 -1.1 0.1 0.1
H -1.713603 1.861325 2.703022 -0.1 -1.8 2.8
H -2.684999 2.811900 1.646312 1.6 -0.5 -0.3
H 1.165919 -0.128526 -1.975626 0.1 -0.6 -0.4
H 0.981456 -2.013028 -2.015896 0.5 1.6 -0.1
H 2.618965 -1.304627 -2.207572 -1.2 0.8 0.3
H 0.458192 -2.814003 0.410689 -0.6 0.3 -0.1
H 0.853970 -1.566381 1.537531 -0.2 0.3 2.3
H 2.515463 -2.001328 -0.190326 1.6 -1.0 1.2
H 2.094665 -0.216180 0.177718 0.2 -1.7 -0.2
H -0.045926 2.355557 -0.372921 -1.3 -0.5 -0.2
```
Positions in Å, forces in eV/Å.

Output
* charge: 0
* SMILES: CCCC(=C/C(Br)=C/Br)/N=C(/C)O
* lowest unoccupied orbital energy: 0.17 eV

Löwdin population analysis, charges in e, atoms 1 to 4: atom 1 (C): -0.08, atom 2 (C): -0.69, atom 3 (C): -0.28, atom 4 (C): -0.61

---

No. 5
ORCA calculation (wB97M-V/def2-TZVPD) on a 2-piece molecular cluster, C9H13BrN3 overall.

```
26
Properties=species:S:1:pos:R:3:forces:R:3
C -2.050177 -1.408857 -0.650309 -1.5 0.3 -1.7
C -2.926790 -0.383010 -1.206111 1.4 -0.3 1.6
C -0.993598 -1.038024 0.142791 -1.4 -1.2 0.6
C -2.822616 0.836813 -0.631093 1.0 -0.3 -1.1
C -0.941476 0.255312 0.712819 1.5 0.2 -0.4
C 1.925260 -0.026946 -0.322650 4.6 -0.5 1.1
C 2.749888 -2.059899 -1.198569 -1.6 -2.1 -1.1
C 0.061788 0.674030 1.696037 0.0 -0.7 -2.8
C 1.180777 1.178466 -0.291289 -0.4 0.1 1.5
N -1.781120 1.177037 0.185810 -1.2 -0.8 1.4
N 1.684036 -1.063351 -0.985554 0.0 -0.4 -1.1
N 0.113040 1.848252 2.323560 1.0 0.4 2.7
Br 2.164749 2.740409 0.197647 -0.8 -0.8 -0.3
H -2.320996 -2.479887 -0.898614 1.0 1.4 0.3
H -3.624999 -0.425305 -2.012281 -0.5 -0.9 -0.1
H -0.471256 -1.901794 0.496521 0.8 0.3 0.6
H -3.432043 1.603924 -1.009134 -0.6 1.2 0.1
H 2.962007 -0.050409 0.240645 -1.8 0.7 -0.7
H 2.633691 -2.261579 -2.346465 0.3 -0.3 2.3
H 2.504762 -2.968474 -0.531103 0.2 1.0 -1.5
H 3.825967 -1.921522 -1.047075 -0.3 1.2 0.4
H 0.692978 -0.169277 2.021865 -0.3 0.8 0.1
H 0.430674 1.293045 -1.052883 -0.1 0.4 -0.1
H -1.900450 1.941173 0.816110 -0.3 1.0 -0.2
H -0.455331 2.680729 2.237301 -0.1 -0.5 -0.4
H 0.791224 1.929138 3.112013 -0.9 -0.1 -1.1
```
Positions in Å, forces in eV/Å.

Output
* charge: +1
* energy above the lowest of the compared OMol25 structures with the same formula, charge and spin: 52.4 kcal/mol
* lowest unoccupied orbital energy (alpha / beta): -4.66 / -4.66 eV

Löwdin population analysis, charges in e, atoms 1 to 4: atom 1 (C): 0.02, atom 2 (C): -0.01, atom 3 (C): -0.03, atom 4 (C): -0.05

---

Here are the calculated DFT total energy numbers, same order: -10215.896, -14317.262, -20965.436, -153163.171, -84046.509 (eV).